C4H12S2 | ωB97M-V with the def2-TZVPD basis set

Each line ends with the Löwdin charge.
Geometry (Å):
C  2.170  2.887  2.082  -0.180
C  1.079  2.220  1.227  -0.645
S  1.476  2.222  -0.530  0.683
H  2.169  3.947  1.884  0.062
H  3.123  2.395  1.982  0.059
H  1.882  2.746  3.135  0.071
H  0.940  1.187  1.550  0.057
H  0.139  2.725  1.429  0.058
H  1.581  0.899  -0.686  -0.167
C  -0.895  -3.892  -0.555  -0.172
C  -1.312  -2.601  -1.278  -0.646
S  -2.097  -1.349  -0.238  0.680
H  -0.394  -4.516  -1.296  0.067
H  -1.780  -4.466  -0.295  0.064
H  -0.262  -3.663  0.290  0.060
H  -0.408  -2.142  -1.676  0.052
H  -1.887  -2.845  -2.171  0.065
H  -0.958  -0.930  0.320  -0.169

## Properties
Strongest force on any atom = 1.546 eV/A
Kohn-Sham gap = 9.625 eV
LUMO energy = 0.61 eV
Spin multiplicity = 1
Relative energy (zero: lowest compared OMol25 entry of this formula, charge and spin) = 10.51 kcal per mole
Highest occupied orbital energy = -9.019 eV
Electronic energy = -26012.6619 eV



C4H12SSi | ωB97M-V with the def2-TZVPD basis set

Each line ends with the Löwdin charge.
Geometry (Å):
C  -3.134  0.734  0.107  -0.139
C  4.590  0.461  -0.757  -0.350
C  -2.823  -0.664  0.622  -0.358
C  -1.851  -1.389  -0.301  -0.637
Si  3.290  0.706  0.590  0.658
S  -0.232  -0.592  -0.352  0.621
H  -2.202  1.268  -0.067  0.039
H  -3.681  0.681  -0.833  0.073
H  -3.728  1.293  0.826  0.070
H  4.531  -0.541  -1.178  0.005
H  4.447  1.162  -1.574  0.007
H  5.597  0.596  -0.366  0.011
H  -3.744  -1.253  0.694  0.103
H  -2.385  -0.600  1.622  0.099
H  -1.689  -2.417  0.031  0.065
H  -2.235  -1.403  -1.323  0.066
H  1.924  1.044  0.291  -0.194
H  3.702  0.318  1.930  -0.138

## Properties
Strongest force on any atom = 1.104 eV/A
Kohn-Sham gap (spin up / spin down) = 9.185 / 4.736 eV
LUMO energy (spin up / spin down) = 0.02 / -1.82 eV
Spin multiplicity = 1
Relative energy (zero: lowest compared OMol25 entry of this formula, charge and spin) = 101.66 kcal per mole
Highest occupied orbital energy (spin up / spin down) = -9.160 / -6.552 eV
Electronic energy = -23052.0632 eV



C4H13ClN2Si | ωB97M-V with the def2-TZVPD basis set

Each line ends with the Löwdin charge.
Geometry (Å):
C  -0.704  -1.426  -1.290  -0.204
C  -1.856  -1.085  1.641  -0.207
C  1.152  -0.526  1.328  -0.191
C  1.773  -0.126  -2.335  -0.577
N  2.044  0.807  -3.178  -0.031
N  -0.957  1.112  0.122  -0.079
Si  -0.529  -0.527  0.431  0.396
Cl  2.287  -1.676  -2.975  0.550
H  -0.008  -2.226  -1.405  -0.020
H  -1.649  -1.923  -1.386  0.007
H  -0.632  -0.529  -1.925  -0.007
H  -2.461  -0.216  1.914  0.011
H  -2.539  -1.890  1.137  0.052
H  -1.318  -1.490  2.527  0.017
H  1.853  -0.764  0.473  0.008
H  1.531  0.431  1.750  0.028
H  1.294  -1.256  2.180  0.036
H  2.548  0.722  -4.068  0.102
H  1.997  1.763  -2.915  0.086
H  -0.158  1.649  -0.005  -0.021
H  -1.505  1.292  -0.733  0.044

## Properties
Strongest force on any atom = 2.317 eV/A
Kohn-Sham gap = 9.558 eV
LUMO energy = 0.61 eV
Spin multiplicity = 1
Relative energy (zero: lowest compared OMol25 entry of this formula, charge and spin) = 61.93 kcal per mole
Highest occupied orbital energy = -8.948 eV
Electronic energy = -27738.3040 eV



C4H13ClO6P2SSi | ωB97M-V with the def2-TZVPD basis set

Each line ends with the Löwdin charge.
Geometry (Å):
O  0.284  2.292  1.815  -0.521
P  1.584  2.209  1.097  0.546
Si  1.637  0.343  -0.178  0.572
C  0.386  -0.867  0.516  -0.326
C  -0.961  -0.719  -0.257  -0.292
C  -2.182  -0.899  0.669  -0.215
C  -3.381  0.035  0.429  -0.269
S  -3.738  0.596  -1.223  0.329
O  -2.744  1.518  -1.666  -0.335
O  -5.112  0.973  -1.253  -0.331
Cl  -3.524  -1.090  -2.342  0.427
P  3.778  -0.368  -0.154  0.299
O  4.598  0.637  0.541  -0.346
O  4.299  -0.664  -1.649  -0.166
O  3.789  -1.802  0.552  -0.167
H  1.831  3.290  0.229  -0.021
H  2.723  2.152  1.917  -0.023
H  1.276  0.678  -1.577  -0.020
H  0.776  -1.878  0.423  0.070
H  0.241  -0.624  1.567  0.067
H  -0.970  -1.506  -1.007  0.089
H  -0.994  0.249  -0.747  0.056
H  -1.847  -0.681  1.681  0.108
H  -2.528  -1.929  0.639  0.111
H  -3.299  0.959  0.997  0.117
H  -4.304  -0.457  0.729  0.103
H  3.690  -0.293  -2.293  0.053
H  4.689  -2.154  0.544  0.084

## Properties
Strongest force on any atom = 0.857 eV/A
Kohn-Sham gap = 10.150 eV
LUMO energy = 0.18 eV
Spin multiplicity = 1
Relative energy (zero: lowest compared OMol25 entry of this formula, charge and spin) = 0.00 kcal per mole
Highest occupied orbital energy = -9.969 eV
Electronic energy = -66458.6122 eV



C4H13IN2O3 | ωB97M-V with the def2-TZVPD basis set

Each line ends with the Löwdin charge.
Geometry (Å):
O  5.049  -0.584  -0.092  0.219
H  4.276  -0.948  0.406  0.152
H  4.603  0.031  -0.741  0.014
H  5.598  -0.080  0.543  0.176
I  2.116  1.238  -0.930  -0.128
O  -1.824  0.741  3.096  0.032
C  -0.895  0.973  2.346  -0.604
N  0.135  0.112  2.112  0.141
C  -0.806  2.299  1.633  -0.038
H  0.213  -0.547  2.871  0.103
H  0.806  0.200  1.367  -0.041
H  0.259  2.534  1.544  0.039
H  -1.266  3.134  2.158  0.078
H  -1.202  2.352  0.618  0.069
O  -1.074  -2.658  -1.035  0.013
C  -1.596  -1.640  -1.469  -0.609
N  -1.050  -0.427  -1.276  0.141
C  -2.752  -1.706  -2.429  -0.016
H  -0.107  -0.241  -0.957  -0.074
H  -1.485  0.410  -1.627  0.091
H  -3.566  -2.313  -2.042  0.082
H  -2.307  -2.140  -3.327  0.089
H  -3.125  -0.740  -2.769  0.069

## Properties
Strongest force on any atom = 1.417 eV/A
Kohn-Sham gap = 7.083 eV
LUMO energy = -1.54 eV
Spin multiplicity = 1
Relative energy (zero: lowest compared OMol25 entry of this formula, charge and spin) = 12.30 kcal per mole
Highest occupied orbital energy = -8.628 eV
Electronic energy = -21581.7513 eV



C4H13N | ωB97M-V with the def2-TZVPD basis set

Each line ends with the Löwdin charge.
Geometry (Å):
C  -0.367  -0.755  -2.555  -0.160
N  0.364  0.319  -1.931  -0.200
C  -0.397  1.553  -1.674  -0.141
H  -1.429  -0.734  -2.328  0.073
H  -0.331  -0.644  -3.657  0.073
H  0.045  -1.742  -2.355  0.066
H  1.254  0.553  -2.322  0.084
H  -0.841  1.962  -2.586  0.068
H  0.369  2.285  -1.414  0.073
H  -1.118  1.359  -0.891  0.065
C  0.599  -1.184  2.969  -0.175
C  0.095  0.168  2.513  -0.180
H  1.368  -1.604  2.315  0.061
H  -0.221  -1.900  2.968  0.063
H  1.041  -1.173  3.965  0.058
H  -0.368  0.081  1.518  0.050
H  -0.793  0.416  3.098  0.060
H  0.730  1.040  2.369  0.061

## Properties
Strongest force on any atom = 1.966 eV/A
Kohn-Sham gap = 9.520 eV
LUMO energy = 1.10 eV
Spin multiplicity = 1
Relative energy (zero: lowest compared OMol25 entry of this formula, charge and spin) = 13.80 kcal per mole
Highest occupied orbital energy = -8.425 eV
Electronic energy = -5848.0327 eV



C4H13N2 | ωB97M-V with the def2-TZVPD basis set

Each line ends with the Löwdin charge.
Geometry (Å):
C  -2.028  1.567  0.136  -0.034
N  -0.643  1.746  -0.402  0.082
H  -2.027  1.550  1.205  0.091
H  -2.660  2.365  -0.245  0.095
H  -2.405  0.589  -0.296  0.100
H  0.008  0.934  -0.007  0.089
H  -0.227  2.662  -0.093  0.177
H  -0.610  1.744  -1.414  0.145
C  -0.688  -1.557  -0.832  -0.096
C  0.677  -1.622  -0.124  -0.256
C  2.116  -0.209  1.125  0.025
N  1.102  -0.258  0.301  -0.091
H  -0.782  -2.515  -1.391  0.096
H  -1.512  -1.487  -0.162  0.055
H  -0.630  -0.790  -1.624  0.072
H  1.483  -1.965  -0.791  0.125
H  0.616  -2.321  0.709  0.116
H  2.663  -1.099  1.521  0.107
H  2.404  0.845  1.462  0.102

## Properties
Charge = +1
Strongest force on any atom = 3.068 eV/A
Kohn-Sham gap = 11.601 eV
LUMO energy = -3.07 eV
Spin multiplicity = 1
Relative energy (zero: lowest compared OMol25 entry of this formula, charge and spin) = 36.50 kcal per mole
Highest occupied orbital energy = -14.668 eV
Electronic energy = -7331.9044 eV



C4H13N2 | ωB97M-V with the def2-TZVPD basis set

Each line ends with the Löwdin charge.
Geometry (Å):
C  -2.207  -1.629  0.267  -0.051
C  -1.531  -0.358  0.759  -0.182
N  -0.300  -0.112  -0.061  0.030
C  0.802  0.546  0.696  -0.124
C  2.017  0.607  -0.292  -0.217
N  1.591  1.462  -1.410  0.009
H  -2.509  -1.390  -0.760  0.089
H  -1.491  -2.448  0.205  0.088
H  -3.109  -1.875  0.811  0.092
H  -2.096  0.560  0.722  0.133
H  -1.286  -0.440  1.820  0.129
H  -0.579  0.532  -0.806  0.169
H  0.119  -0.974  -0.403  0.168
H  1.111  -0.159  1.452  0.130
H  0.642  1.565  1.031  0.141
H  2.264  -0.416  -0.568  0.120
H  2.796  1.109  0.241  0.112
H  1.794  1.025  -2.295  0.079
H  1.969  2.395  -1.409  0.084

## Properties
Charge = +1
Strongest force on any atom = 2.652 eV/A
Kohn-Sham gap = 10.855 eV
LUMO energy = -2.99 eV
Spin multiplicity = 1
Relative energy (zero: lowest compared OMol25 entry of this formula, charge and spin) = 24.95 kcal per mole
Highest occupied orbital energy = -13.845 eV
Electronic energy = -7332.4055 eV



C4H13N2 | ωB97M-V with the def2-TZVPD basis set

Each line ends with the Löwdin charge.
Geometry (Å):
C  -2.961  0.466  -0.441  0.036
C  0.755  -0.477  1.589  0.019
C  1.713  0.665  -0.453  -0.008
C  0.322  -1.080  -0.761  0.012
N  -0.520  0.963  0.287  0.248
N  0.564  0.026  0.190  -0.428
H  -2.660  -0.494  -0.907  -0.002
H  -2.828  0.530  0.710  0.021
H  -3.241  1.407  -0.832  -0.025
H  0.866  0.336  2.403  0.145
H  -0.108  -1.170  1.831  0.127
H  1.655  -1.127  1.542  0.118
H  1.457  0.996  -1.409  0.102
H  2.091  1.449  0.124  0.103
H  2.498  -0.076  -0.647  0.121
H  -0.273  -1.904  -0.319  0.131
H  -0.225  -0.738  -1.525  0.063
H  1.312  -1.495  -1.037  0.129
H  -0.417  1.723  -0.346  0.088

## Properties
Charge = +1
Strongest force on any atom = 4.462 eV/A
Kohn-Sham gap (spin up / spin down) = 8.875 / 9.296 eV
LUMO energy (spin up / spin down) = -2.97 / -6.43 eV
Spin multiplicity = 3
Relative energy (zero: lowest compared OMol25 entry of this formula, charge and spin) = 40.53 kcal per mole
Highest occupied orbital energy (spin up / spin down) = -11.846 / -15.728 eV
Electronic energy = -7325.8749 eV



C4H13N2 | ωB97M-V with the def2-TZVPD basis set

Each line ends with the Löwdin charge.
Geometry (Å):
C  -1.214  -1.659  0.156  0.037
C  -0.736  -0.314  0.817  -0.281
C  0.821  -0.023  0.904  -0.067
C  1.517  -0.012  -0.526  -0.142
N  1.173  1.059  -1.384  0.272
N  -1.369  0.875  0.120  0.207
H  -2.123  -1.514  -0.408  0.092
H  -1.162  -2.364  0.983  0.118
H  -0.499  -1.733  -0.662  0.074
H  -0.882  -0.174  1.895  0.161
H  1.027  0.945  1.386  0.135
H  1.352  -0.653  1.613  0.145
H  1.446  -0.948  -1.092  0.153
H  2.569  0.071  -0.252  0.196
H  1.643  1.010  -2.296  0.184
H  1.158  1.988  -0.947  0.172
H  -1.541  1.717  0.688  0.193
H  -2.341  0.684  -0.205  0.191
H  -0.838  1.046  -0.789  0.161

## Properties
Charge = +2
Strongest force on any atom = 3.138 eV/A
Kohn-Sham gap (spin up / spin down) = 13.054 / 7.482 eV
LUMO energy (spin up / spin down) = -7.58 / -13.28 eV
Spin multiplicity = 2
Relative energy (zero: lowest compared OMol25 entry of this formula, charge and spin) = 31.59 kcal per mole
Highest occupied orbital energy (spin up / spin down) = -20.630 / -20.761 eV
Electronic energy = -7318.6662 eV